(1)
C4H8N2 in the gas phase. Source: the OMol25 dataset; level of theory: ωB97M-V/def2-TZVPD.

* max |F|: 1.5 eV/Å
* energy above the lowest of the compared OMol25 structures with the same formula, charge and spin: 77.3 kcal per mole
* E_LUMO: 1.0 eV

Each line ends with the natural charge from an NBO analysis.
Positions of all 14 atoms, in Å:
C (-1.307, 1.030, -0.640)  -0.251
N (-0.991, 1.345, 0.751)  -0.584
C (0.103, 1.159, -0.174)  -0.110
C (0.807, -0.163, -0.214)  -0.103
C (1.231, -1.257, 0.688)  -0.228
N (-0.169, -1.176, 0.444)  -0.625
H (-1.766, 1.825, -1.219)  0.194
H (-1.665, 0.026, -0.877)  0.188
H (-1.045, 0.459, 1.260)  0.379
H (0.639, 2.046, -0.505)  0.205
H (1.429, -0.195, -1.132)  0.199
H (1.638, -1.189, 1.685)  0.193
H (1.698, -2.005, 0.046)  0.179
H (-0.601, -1.905, -0.112)  0.364

---

(2)
C3H7NO2 in the gas phase. Source: the OMol25 dataset; level of theory: ωB97M-V/def2-TZVPD.

* max |F|: 2.0 eV/Å
* energy above the lowest of the compared OMol25 structures with the same formula, charge and spin: 83.0 kcal per mole
* E_LUMO: 0.9 eV

Each line ends with the natural charge from an NBO analysis.
Positions of all 13 atoms, in Å:
O (-1.697, 0.452, 0.172)  -0.718
C (-1.175, -0.857, 0.323)  -0.096
C (0.124, -1.055, -0.426)  -0.124
O (1.255, -0.612, 0.321)  -0.515
C (1.793, 0.586, 0.359)  0.293
N (1.169, 1.659, -0.157)  -0.891
H (-1.166, 1.044, 0.719)  0.468
H (-1.019, -1.115, 1.381)  0.180
H (-1.923, -1.545, -0.082)  0.188
H (0.330, -2.120, -0.562)  0.202
H (0.088, -0.563, -1.405)  0.186
H (1.958, 2.276, -0.020)  0.433
H (0.264, 1.851, -0.623)  0.395

---

(3)
C4H8N2O in the gas phase. Source: the OMol25 dataset; level of theory: ωB97M-V/def2-TZVPD.

* max |F|: 0.6 eV/Å
* energy above the lowest of the compared OMol25 structures with the same formula, charge and spin: 31.1 kcal per mole
* E_LUMO: 1.0 eV

Each line ends with the natural charge from an NBO analysis.
Positions of all 15 atoms, in Å:
C (-1.021, -1.112, 0.574)  -0.613
C (-0.208, -0.025, -0.099)  -0.020
C (1.245, -0.433, -0.267)  0.672
N (2.051, 0.226, 0.617)  -0.824
O (1.592, -1.308, -1.040)  -0.604
C (-0.868, 0.818, -1.111)  -0.237
N (-0.397, 1.402, 0.155)  -0.612
H (-1.957, -0.717, 0.986)  0.209
H (-1.257, -1.857, -0.191)  0.234
H (-0.462, -1.613, 1.372)  0.223
H (1.706, 1.120, 0.944)  0.414
H (3.048, 0.121, 0.504)  0.397
H (-0.356, 1.118, -2.027)  0.210
H (-1.943, 0.657, -1.199)  0.192
H (-1.172, 1.603, 0.784)  0.357

---

(4)
C18H39MoN7OS2 as an isolated structure. Source: the OMol25 dataset; level of theory: ωB97M-V/def2-TZVPD.

* max |F|: 8.1 eV/Å
* net charge: +4
* 2S+1: 3
* E_LUMO (spin up / spin down): -12.4 / -13.2 eV

Each line ends with the Löwdin spin population.
Positions of all 68 atoms, in Å:
Mo (0.695, 1.024, 1.372)  0.785
C (2.134, 3.285, -1.157)  0.001
C (2.459, 3.431, 0.298)  0.004
N (2.580, 2.136, 1.040)  0.005
C (3.104, 2.244, 2.418)  0.002
C (2.014, 2.798, 3.446)  0.001
N (0.687, 2.152, 3.318)  0.023
C (-0.506, 2.930, 3.772)  0.009
C (-1.750, 2.115, 3.722)  0.001
C (-2.338, 2.028, 2.292)  0.004
N (-1.574, 0.980, 1.487)  0.012
C (-2.045, 0.864, 0.105)  0.002
C (-1.110, 1.443, -1.006)  0.003
N (0.162, 2.093, -0.517)  0.024
C (1.156, 2.210, -1.632)  0.003
H (3.047, 3.098, -1.805)  0.000
H (1.664, 4.228, -1.521)  0.000
H (1.733, 4.094, 0.818)  0.001
H (3.447, 3.907, 0.307)  0.001
H (3.231, 1.514, 0.498)  0.000
H (3.973, 2.967, 2.327)  0.000
H (3.431, 1.256, 2.769)  0.000
H (2.002, 3.885, 3.243)  0.000
H (2.422, 2.580, 4.477)  0.000
H (0.699, 1.371, 3.958)  0.003
H (-0.619, 3.834, 3.160)  0.000
H (-0.255, 3.322, 4.771)  0.001
H (-2.567, 2.579, 4.310)  0.000
H (-1.607, 1.119, 4.180)  0.000
H (-2.328, 2.986, 1.773)  0.000
H (-3.421, 1.741, 2.434)  0.000
H (-1.649, 0.052, 1.950)  0.004
H (-3.048, 1.357, -0.054)  0.000
H (-2.192, -0.194, -0.112)  0.000
H (-1.676, 2.234, -1.489)  0.000
H (-0.822, 0.627, -1.688)  0.000
H (-0.123, 3.047, -0.215)  0.009
H (0.594, 2.543, -2.542)  0.000
H (1.528, 1.196, -1.852)  0.000
C (3.843, -2.557, -1.229)  0.002
C (2.675, -1.540, -1.281)  0.003
C (1.782, -1.591, -0.160)  0.026
N (1.404, -0.519, 0.569)  0.021
N (0.899, -0.791, 1.819)  0.028
C (0.849, -2.106, 2.054)  0.011
N (0.478, -2.595, 3.255)  -0.001
S (1.292, -3.031, 0.661)  0.010
H (3.648, -3.544, -0.761)  0.000
H (4.718, -2.053, -0.707)  0.000
H (4.137, -2.702, -2.281)  0.000
H (2.134, -1.697, -2.242)  0.001
H (3.079, -0.483, -1.335)  0.000
H (0.480, -2.062, 4.156)  0.000
H (0.727, -3.581, 3.410)  0.000
O (-3.326, -2.505, -6.169)  0.553
S (-3.429, -3.862, -5.585)  0.295
C (-1.970, -4.115, -4.526)  0.049
C (-2.405, -4.223, -3.076)  0.016
C (-3.963, -4.414, -2.946)  0.016
C (-4.627, -3.814, -4.186)  0.058
H (-1.301, -3.289, -4.733)  0.001
H (-1.491, -5.040, -4.892)  0.000
H (-2.103, -3.357, -2.514)  0.002
H (-1.877, -5.123, -2.613)  0.003
H (-4.315, -3.832, -2.077)  0.004
H (-4.111, -5.514, -2.770)  0.001
H (-4.872, -2.736, -4.053)  0.003
H (-5.491, -4.401, -4.443)  0.000

---

(5)
A 2-piece molecular cluster, C3H6FNO2S overall. Source: the OMol25 dataset; level of theory: ωB97M-V/def2-TZVPD.

* max |F|: 5.3 eV/Å
* energy above the lowest of the compared OMol25 structures with the same formula, charge and spin: 84.1 kcal per mole
* E_LUMO (spin up / spin down): -2.3 / -2.3 eV

Each line ends with the natural charge from an NBO analysis.
Positions of all 14 atoms, in Å:
C (-0.952, 0.718, -1.153)  -0.447
C (-0.854, 0.823, 0.387)  -0.497
C (0.149, 0.087, -0.355)  0.217
N (2.269, -1.271, 0.861)  -1.015
O (2.617, 0.180, -1.348)  -0.869
O (2.153, 1.199, 0.745)  -0.948
F (0.008, -2.274, -0.451)  -0.665
S (1.995, 0.065, -0.112)  2.296
H (-1.589, 0.041, -1.617)  0.273
H (-0.657, 1.455, -1.789)  0.238
H (-0.513, 1.666, 0.800)  0.258
H (-1.780, 0.363, 0.812)  0.289
H (2.063, -0.968, 1.817)  0.416
H (1.757, -2.047, 0.486)  0.453

---

(6)
An isolated ion of composition C3H8N4 and charge +2. Source: the OMol25 dataset; level of theory: ωB97M-V/def2-TZVPD.

* max |F|: 4.7 eV/Å
* net charge: +2
* energy above the lowest of the compared OMol25 structures with the same formula, charge and spin: 203.7 kcal per mole
* E_LUMO (spin up / spin down): -12.0 / -11.8 eV

Each line ends with the natural charge from an NBO analysis.
Positions of all 15 atoms, in Å:
C (-1.212, 1.931, -0.276)  -0.466
N (-0.233, 0.904, 0.227)  -0.525
C (-0.545, -0.570, 0.614)  -0.069
N (0.548, -1.465, 0.442)  -0.268
C (1.839, -1.765, 0.553)  0.615
N (1.940, -2.229, -0.699)  -0.383
N (0.842, -1.571, -0.871)  0.224
H (-1.504, 2.619, 0.491)  0.267
H (-0.746, 2.635, -1.035)  0.279
H (-2.011, 1.390, -0.919)  0.270
H (0.442, 1.084, -0.454)  0.458
H (-0.036, 1.334, 1.120)  0.453
H (-0.583, -0.246, 1.644)  0.270
H (-1.450, -1.148, 0.129)  0.327
H (2.709, -2.902, -0.968)  0.549

---

(7)
C2H5NO2S as an isolated structure. Source: the OMol25 dataset; level of theory: ωB97M-V/def2-TZVPD.

* max |F|: 1.0 eV/Å
* energy above the lowest of the compared OMol25 structures with the same formula, charge and spin: 23.3 kcal per mole
* E_LUMO: 0.3 eV

Each line ends with the natural charge from an NBO analysis.
Positions of all 11 atoms, in Å:
C (-0.812, -0.617, 0.119)  0.222
C (-1.276, 0.748, -0.194)  -0.692
N (0.307, -1.033, -0.296)  -0.667
O (1.688, 1.349, 0.338)  -0.923
O (2.910, -0.755, 0.437)  -0.913
S (2.180, 0.192, -0.376)  1.688
H (-1.471, -1.227, 0.744)  0.172
H (-0.772, 1.130, -1.076)  0.240
H (-1.000, 1.400, 0.637)  0.263
H (-2.356, 0.777, -0.314)  0.228
H (0.603, -1.963, -0.019)  0.382

---

(8)
An isolated ion of composition C6H11N2O and charge +1. Source: the OMol25 dataset; level of theory: ωB97M-V/def2-TZVPD.

* max |F|: 4.2 eV/Å
* net charge: +1
* energy above the lowest of the compared OMol25 structures with the same formula, charge and spin: 156.3 kcal per mole
* E_LUMO (spin up / spin down): -5.2 / -5.2 eV

Each line ends with the natural charge from an NBO analysis.
Positions of all 20 atoms, in Å:
C (1.835, 0.837, 0.642)  -0.262
C (0.728, 1.477, 0.643)  0.106
C (0.978, -1.439, 0.147)  0.155
C (2.121, -0.515, -0.019)  -0.512
C (-0.515, 0.422, -1.827)  -0.431
C (-2.416, -0.248, 1.167)  -0.281
N (-0.256, -1.163, 0.000)  -0.250
N (-0.707, 0.014, -0.448)  0.132
O (-1.999, 0.294, -0.074)  -0.330
H (2.718, 1.259, 1.122)  0.299
H (0.065, 2.266, 0.886)  0.253
H (1.163, -2.433, 0.532)  0.231
H (2.323, -0.297, -1.071)  0.273
H (3.023, -0.948, 0.409)  0.270
H (0.533, 0.377, -2.099)  0.222
H (-1.089, -0.237, -2.486)  0.239
H (-0.889, 1.436, -1.945)  0.250
H (-1.739, 0.055, 1.970)  0.188
H (-2.475, -1.335, 1.126)  0.215
H (-3.403, 0.177, 1.327)  0.233

---

no.,energy (a.u.)
1,-266.5988
2,-323.6488
3,-341.9541
4,-2030.7770
5,-820.9947
6,-337.1148
7,-682.6025
8,-419.5077